# 1
{"formula": "H20O10", "method": "the ωB97M-V functional and the def2-TZVPD basis", "symbols": ["O", "H", "H", "O", "H", "H", "O", "H", "H", "O", "H", "H", "O", "H", "H", "O", "H", "H", "O", "H", "H", "O", "H", "H", "O", "H", "H", "O", "H", "H"], "positions_angstrom": [[2.548057, 2.879283, -0.021887], [3.220253, 2.921819, 0.553644], [1.839305, 3.307122, 0.521169], [-3.026364, -1.365462, -1.240943], [-3.896406, -1.678332, -1.191365], [-2.592942, -1.925982, -1.867459], [-1.254212, 1.595442, -3.188429], [-0.385315, 1.469210, -3.088522], [-1.644346, 0.865317, -2.768490], [-0.746088, -2.257846, 1.176386], [-0.408111, -1.454693, 1.257775], [-1.417991, -2.108204, 0.518121], [0.030819, 1.262956, -0.869689], [-0.374631, 1.027077, -0.160204], [0.911808, 1.485680, -0.729571], [-2.359341, 0.627230, 1.178881], [-2.945386, 1.088772, 0.381484], [-2.797195, -0.195917, 0.956868], [1.635336, 0.312236, 1.097525], [2.099392, -0.199312, 1.672065], [1.863185, 1.223678, 1.113431], [-0.251770, 1.309621, 3.100201], [-0.086645, 0.670737, 2.398238], [-0.011862, 2.205858, 2.852204], [0.889411, -2.307646, -1.889844], [0.585375, -2.559574, -0.924160], [0.976272, -1.423517, -2.049921], [2.547962, -2.104763, 0.692692], [2.033490, -1.559383, 0.154810], [2.921269, -2.768761, 0.120738]], "forces_ev_per_angstrom": [[-5.1031, 0.3266, -1.8465], [4.5573, 0.1075, 3.0266], [0.4760, -0.2158, -1.1035], [1.6057, 1.1909, 0.6418], [-2.0479, -0.7135, 0.0925], [0.5327, -0.5128, -0.6635], [-4.5817, 2.0101, -2.0655], [5.1150, -0.5280, 0.7875], [-0.8781, -1.3751, 0.9529], [-2.0605, -5.3730, -0.7534], [2.7469, 5.6491, 0.9503], [-0.7265, -0.2248, -0.4608], [1.6214, 1.8927, -7.9684], [-3.7747, -2.3799, 7.3093], [2.2161, 0.3830, 0.6805], [-2.7823, 1.8764, -3.8592], [2.5869, -0.7048, 2.9773], [0.3054, -1.2032, 0.6422], [-3.0851, 0.7885, -2.7852], [2.4861, -1.9476, 2.7658], [0.7628, 0.8685, 0.2548], [-0.1421, -0.1100, 0.9501], [0.1529, 0.6765, -0.2080], [-0.0017, -0.3452, -0.4423], [-1.1087, -5.1970, 2.8731], [0.8186, 1.4208, -2.8257], [0.0474, 3.7932, 0.0804], [1.2371, -1.2369, 1.7459], [-1.1241, 1.3944, -1.4754], [0.1481, -0.3108, -0.2736]], "smiles": "O.O.O.O.O.O.O.O.O.O", "multiplicity": 1, "charge": 0}

# 2
{"formula": "H20O10", "method": "the ωB97M-V functional and the def2-TZVPD basis", "symbols": ["O", "H", "H", "O", "H", "H", "O", "H", "H", "O", "H", "H", "O", "H", "H", "O", "H", "H", "O", "H", "H", "O", "H", "H", "O", "H", "H", "O", "H", "H"], "positions_angstrom": [[0.011904, -2.215747, -1.595909], [0.294757, -2.881008, -2.234373], [0.767906, -2.124602, -0.968479], [-1.308714, 0.528340, 1.099652], [-1.759699, 0.368553, 0.264128], [-0.367911, 0.552782, 0.869666], [2.337358, 2.163573, -0.742256], [1.665828, 1.848325, -1.364299], [2.023737, 1.892641, 0.139241], [-1.612285, 1.977205, 3.337372], [-1.619545, 1.510742, 2.468391], [-2.218646, 1.477561, 3.894836], [2.267440, -1.873331, 0.034068], [2.143361, -0.999213, 0.450902], [3.207692, -2.052438, 0.126319], [0.474078, 0.481868, -2.064777], [0.154023, 0.928699, -2.861073], [0.205816, -0.446339, -2.156415], [-2.456626, 0.520435, -3.732913], [-2.808313, -0.196416, -4.269689], [-2.543816, 0.199753, -2.825804], [0.894685, 0.894317, 3.928978], [1.061481, 1.198321, 4.825424], [0.065991, 1.362172, 3.669126], [-2.802526, -1.838407, -1.776164], [-3.229179, -2.676628, -1.979849], [-1.848364, -2.019580, -1.821731], [2.119703, 0.359435, 1.442216], [1.840894, 0.405957, 2.388288], [3.038971, 0.653028, 1.455123]], "forces_ev_per_angstrom": [[0.2418, -0.1189, -0.0293], [0.0771, 0.0840, 0.1052], [-0.0981, -0.1808, -0.1844], [0.3734, -0.1408, -0.2392], [-0.0652, 0.0087, 0.0004], [-0.1345, 0.0001, -0.0327], [0.0288, 0.2676, 0.3948], [0.1673, -0.2655, 0.3323], [-0.0235, 0.0846, -0.7079], [0.1154, -0.1661, -0.1666], [-0.1979, 0.2096, 0.2874], [0.0263, 0.0418, -0.0601], [-0.0845, -0.1726, -0.1912], [-0.0012, -0.0778, 0.1698], [-0.1108, -0.1338, -0.1566], [-0.2952, 0.3326, -0.2996], [-0.1251, -0.1935, 0.1426], [0.1218, -0.0224, 0.0140], [0.1749, 0.0989, 0.0653], [-0.0084, 0.0057, 0.0886], [-0.1296, -0.1487, -0.1556], [-0.2027, 0.1638, -0.1987], [0.1466, -0.0570, -0.0356], [0.1139, -0.1579, 0.2018], [0.1057, 0.0610, -0.1776], [-0.0281, 0.0939, 0.0632], [-0.0697, -0.0361, 0.2829], [0.0044, 0.3453, 0.8963], [-0.0985, 0.0192, -0.2834], [-0.0247, 0.0554, -0.1260]], "smiles": "O.O.O.O.O.O.O.O.O.O", "multiplicity": 1, "charge": 0}

# 3
{"formula": "H20O10", "method": "the ωB97M-V functional and the def2-TZVPD basis", "symbols": ["O", "H", "H", "O", "H", "H", "O", "H", "H", "O", "H", "H", "O", "H", "H", "O", "H", "H", "O", "H", "H", "O", "H", "H", "O", "H", "H", "O", "H", "H"], "positions_angstrom": [[0.359040, 0.681304, 0.608548], [-0.400993, 1.364918, 0.672064], [0.775013, 0.509631, 1.463817], [-2.994060, -1.194758, -1.172180], [-3.539071, -1.912211, -1.472703], [-3.600008, -0.457733, -0.906722], [0.443998, 0.462957, -2.128014], [-0.452022, 0.821290, -2.532439], [0.704250, 1.250073, -1.640175], [-1.714711, -1.603894, 2.056182], [-2.439739, -1.000843, 1.911137], [-0.950888, -1.304964, 1.637553], [-1.286770, -3.521743, 0.045463], [-1.326042, -4.358213, 0.343524], [-1.546520, -3.051105, 0.833765], [2.346103, 2.439802, 2.944293], [2.056296, 2.553752, 2.019578], [1.633027, 2.813843, 3.477809], [1.809365, -2.865404, -0.151618], [0.865389, -2.780487, -0.254654], [1.988285, -2.603333, 0.713051], [0.597872, 5.880297, -0.082971], [1.171698, 6.208522, 0.599813], [1.119830, 5.064833, -0.358164], [-1.769611, 1.963239, -0.092978], [-1.119480, 2.482899, -0.570908], [-2.616837, 2.369318, -0.353569], [2.643149, -2.588312, -2.161201], [2.201950, -3.400985, -2.354397], [2.000852, -1.797092, -2.152576]], "forces_ev_per_angstrom": [[-1.0104, 1.2524, 0.2234], [1.7659, -2.1404, 0.6905], [-0.2887, 0.4959, -0.0100], [-0.2578, 1.7398, 0.6417], [-0.4430, -0.4641, -0.1266], [0.6980, -1.1880, -0.4927], [-2.9982, 1.5776, -1.7303], [2.6160, -1.5690, 1.0291], [0.4856, -0.2979, 0.3743], [-1.7742, -1.5304, 1.6992], [0.0745, 0.3300, -0.3629], [1.8056, 1.3571, -1.3734], [0.3090, 3.8284, -1.6860], [0.0464, -4.9525, 1.1481], [-0.3827, 1.0137, 0.3982], [-0.3719, 0.1103, -0.5392], [0.1831, -0.1026, 0.6033], [0.1371, -0.0587, -0.1117], [-0.6788, -0.8816, -0.0579], [-0.8073, -0.0878, 0.0712], [0.3831, 0.6002, 2.4405], [0.9161, -2.1216, -0.8724], [0.2480, 0.5937, 0.6264], [-1.1318, 1.5011, 0.2376], [-1.0115, 0.6535, -0.4561], [0.0483, 0.2089, -0.2813], [0.4445, -0.2430, 0.3610], [0.5165, 3.0606, -2.2666], [-0.8074, -0.3018, -0.0866], [1.2859, -2.3838, -0.0909]], "smiles": "O.O.O.O.O.O.O.O.O.O", "multiplicity": 1, "charge": 0}

# 4
{"formula": "H20O10", "method": "the ωB97M-V functional and the def2-TZVPD basis", "symbols": ["O", "H", "H", "O", "H", "H", "O", "H", "H", "O", "H", "H", "O", "H", "H", "O", "H", "H", "O", "H", "H", "O", "H", "H", "O", "H", "H", "O", "H", "H"], "positions_angstrom": [[0.353123, -0.195425, -0.578089], [0.150470, -0.359267, 0.349854], [-0.269828, -0.754147, -1.056368], [-0.053549, 0.969050, 3.037596], [0.419271, 0.160907, 3.266367], [0.419663, 1.308151, 2.269436], [-2.670264, 0.647577, 0.654996], [-3.462018, 0.148975, 0.886323], [-2.298803, 0.905890, 1.506043], [2.820257, 2.588870, -0.162929], [2.362769, 3.422746, -0.006898], [2.258223, 1.930230, 0.260510], [-3.541484, -3.063795, 0.867196], [-3.003530, -2.437854, 0.369407], [-2.980322, -3.843305, 0.947516], [2.090909, -2.454442, 0.179812], [1.522022, -1.769988, -0.190161], [1.856892, -3.247172, -0.315975], [0.360934, 4.195190, -1.291624], [0.917636, 3.419221, -1.421799], [0.942531, 4.937292, -1.491672], [3.159551, -0.231887, 1.459554], [2.594882, -0.988125, 1.263998], [3.335955, -0.308934, 2.403977], [-3.987294, 1.386230, -1.689217], [-4.616468, 0.834925, -2.167960], [-4.539113, 1.919747, -1.106254], [2.290788, -2.835911, -2.755065], [1.617284, -2.843498, -2.065628], [1.949518, -3.441256, -3.422959]], "forces_ev_per_angstrom": [[0.3942, -0.5364, 0.1384], [-0.3540, 0.2445, 0.0600], [-0.2480, 0.3505, -0.0760], [-0.0439, -0.1869, -0.2539], [-0.0264, 0.0769, 0.0702], [0.0635, 0.1196, 0.0930], [0.1134, -0.2221, 0.2924], [-0.0110, 0.0854, -0.0653], [0.1059, -0.0076, 0.1075], [-0.2534, 0.2145, -0.0607], [0.0805, 0.0088, 0.1295], [0.2521, -0.2254, -0.0192], [0.2051, -0.0025, -0.0876], [-0.0776, 0.0425, 0.0330], [-0.1178, 0.0264, 0.0502], [-0.4052, -0.4144, 0.0264], [-0.0287, 0.4808, -0.3216], [0.3503, -0.1297, 0.4130], [0.1978, 0.1147, 0.1319], [-0.0475, -0.1382, -0.1495], [-0.1146, -0.0163, -0.0669], [-0.3994, 0.3270, 0.3812], [0.3976, -0.2657, -0.0778], [0.1276, 0.0801, -0.0956], [-0.3642, -0.1316, -0.2031], [0.0451, 0.0933, -0.0489], [0.1854, 0.0063, 0.0103], [-0.2462, -0.2349, -0.0162], [0.1434, 0.1817, -0.3367], [0.0761, 0.0585, -0.0580]], "smiles": "O.O.O.O.O.O.O.O.O.O", "multiplicity": 1, "charge": 0}

# 5
{"formula": "H20O10", "method": "the ωB97M-V functional and the def2-TZVPD basis", "symbols": ["O", "H", "H", "O", "H", "H", "O", "H", "H", "O", "H", "H", "O", "H", "H", "O", "H", "H", "O", "H", "H", "O", "H", "H", "O", "H", "H", "O", "H", "H"], "positions_angstrom": [[1.069000, 8.265000, -3.991000], [1.929000, 7.875000, -3.945000], [1.309000, 9.205000, -3.974000], [2.236000, 9.855000, -0.996000], [1.396000, 9.603000, -0.607000], [2.185000, 10.794000, -0.846000], [-0.652000, 9.560000, -1.881000], [-1.537000, 9.341000, -1.651000], [-0.245000, 8.692000, -1.939000], [-0.077000, 14.503000, -1.644000], [-0.410000, 13.806000, -2.262000], [0.422000, 15.111000, -2.202000], [4.037000, 7.872000, -0.953000], [3.972000, 7.229000, -1.648000], [3.261000, 8.438000, -0.993000], [4.200000, 12.268000, -3.323000], [4.782000, 12.682000, -2.705000], [4.118000, 11.348000, -3.080000], [2.014000, 12.981000, -1.156000], [1.200000, 13.515000, -1.360000], [2.559000, 12.998000, -1.935000], [1.595000, 10.790000, -3.367000], [0.851000, 11.452000, -3.312000], [1.684000, 10.343000, -2.511000], [-0.501000, 12.254000, -3.100000], [-0.972000, 11.942000, -3.873000], [-0.796000, 11.622000, -2.416000], [1.977000, 12.822000, -5.457000], [2.207000, 13.727000, -5.352000], [2.163000, 12.342000, -4.658000]], "forces_ev_per_angstrom": [[-0.4874, -0.1402, 0.1588], [0.7425, -0.8268, -0.0767], [-0.4287, 0.5956, -0.1239], [-0.5809, -0.4576, 0.3715], [-0.3499, -0.4987, 0.1820], [0.5827, 1.5046, 0.2072], [0.6189, 0.3094, 0.2082], [-1.3412, -0.1155, 0.4016], [0.4943, -0.1748, -0.6477], [-0.3825, -0.2913, -0.5666], [0.0967, 0.7176, 0.2837], [-0.1792, 0.1126, 0.0193], [0.5025, -0.0383, 0.5237], [-0.1285, -0.3725, -0.4250], [0.0600, 0.1561, -0.1264], [-0.6862, 0.3146, -0.6749], [0.7358, 0.1953, 0.6423], [-0.0367, -0.3639, 0.1588], [-0.5901, -0.2397, 0.6256], [0.7650, -0.3025, 0.4506], [0.4249, -0.0933, -0.7296], [-0.0469, 0.6129, -0.8231], [0.9806, -0.9146, 0.1463], [-0.0100, 0.2680, -0.0624], [-0.8950, -0.1481, 0.6085], [-0.1887, 0.1341, -0.5991], [0.2700, 0.1064, -0.0866], [-0.9433, -0.7550, -1.1199], [0.4702, 0.9179, 0.3931], [0.5313, -0.2126, 0.6809]], "smiles": "O.O.O.O.O.O.O.O.O.O", "multiplicity": 1, "charge": 0}

Here are the calculated energy relative to the best compared isomer or geometry (same formula, charge and spin) numbers, same order: 122.2; 35.4; 117.9; 84.3; 55.4 (kcal per mole).
Here are the calculated LUMO energy numbers, same order: -0.08; 0.30; -0.48; -0.34; -0.11 (eV).